A 7-piece molecular cluster, C48H81BrClFN2O18PS overall, computed with ωB97M-V/def2-TZVPD.

**HOMO energy**: -9.7 eV
**LUMO**: -3.29 eV
**Largest force on an atom**: 5.381 eV Å⁻¹
**Kohn-Sham gap**: 6.38 eV

ORCA input file:
```
! RIJCOSX wB97M-V def2-TZVPD def2/J DEFGRID3
* xyz 1 1
C 1.27 3.84 3.60
C 1.74 2.69 2.94
N 1.12 2.09 1.67
C -0.32 2.10 2.03
O -1.23 1.19 1.40
C -2.52 1.47 1.96
C -3.65 0.43 1.54
O -4.38 -0.13 2.64
C -5.16 0.83 3.35
C -6.58 1.17 2.72
O -6.50 2.47 2.11
C -7.22 2.55 0.87
C -8.65 3.26 0.99
C 1.63 0.67 1.69
F 1.04 -0.21 0.78
Cl 1.35 -0.18 3.31
C 3.20 0.50 1.45
S 3.63 -1.01 0.38
C 5.48 -1.17 0.59
O 3.08 -2.28 0.99
O 3.21 -0.87 -1.04
O 3.89 1.61 0.98
C 3.28 2.84 0.63
P 4.22 3.16 -1.04
C 5.16 4.78 -1.04
C 5.00 5.75 0.20
C 5.56 1.88 -1.33
C 6.79 2.04 -0.27
C 1.63 2.87 0.43
N 1.60 2.14 -0.82
C 0.63 2.08 -1.66
C -0.79 1.37 -1.62
C 0.94 2.57 -3.17
C 1.35 4.43 0.40
Br 1.77 5.35 -1.35
C -0.09 5.07 0.63
C -1.27 4.51 -0.29
H 0.21 4.19 3.64
H 2.04 4.49 4.14
H 2.67 2.26 3.42
H -0.87 3.08 2.06
H -0.41 1.81 3.14
H -2.92 2.51 1.65
H -2.53 1.50 3.11
H -4.40 0.95 0.86
H -3.24 -0.44 0.93
H -5.37 0.38 4.38
H -4.65 1.82 3.56
H -7.01 0.35 2.07
H -7.30 1.27 3.61
H -6.60 3.23 0.19
H -7.31 1.57 0.33
H -9.20 3.04 0.01
H -8.57 4.39 1.05
H -9.29 2.85 1.83
H 3.69 0.21 2.45
H 5.71 -2.16 1.09
H 5.92 -0.34 1.21
H 6.02 -1.18 -0.41
H 3.65 3.66 1.32
H 6.28 4.62 -1.20
H 4.82 5.36 -1.97
H 3.93 5.90 0.56
H 5.40 6.79 -0.02
H 5.58 5.40 1.12
H 6.03 2.14 -2.34
H 5.21 0.81 -1.43
H 6.43 2.55 0.69
H 7.52 2.79 -0.74
H 7.34 1.07 -0.08
H -0.63 0.40 -1.03
H -1.19 1.06 -2.63
H -1.59 1.93 -1.07
H 0.97 1.63 -3.80
H 0.05 3.17 -3.54
H 1.92 3.12 -3.24
H 2.02 4.99 1.14
H -0.04 6.18 0.38
H -0.36 5.10 1.74
H -0.95 4.30 -1.36
H -2.03 5.36 -0.36
H -1.78 3.64 0.22
O 2.11 -4.97 7.94
C 1.66 -4.30 7.06
O 2.08 -3.04 6.77
C 1.27 -2.49 5.73
C 0.66 -3.68 5.02
C 0.53 -4.69 6.14
H 0.50 -1.85 6.19
H 1.88 -1.88 5.06
H -0.28 -3.45 4.51
H 1.37 -4.06 4.27
H -0.42 -4.59 6.67
H 0.65 -5.71 5.78
O 3.12 1.15 -4.84
C 3.46 0.01 -4.98
O 3.74 -0.56 -6.18
C 4.00 -1.96 -5.99
C 4.40 -2.10 -4.54
C 3.59 -1.01 -3.87
H 3.10 -2.52 -6.23
H 4.80 -2.28 -6.67
H 4.22 -3.10 -4.14
H 5.47 -1.89 -4.43
H 2.60 -1.36 -3.59
H 4.11 -0.59 -3.02
O 1.49 5.32 -9.25
C 2.00 4.43 -8.61
O 1.52 3.99 -7.42
C 2.41 3.01 -6.88
C 3.20 2.48 -8.06
C 3.27 3.70 -8.97
H 3.06 3.50 -6.14
H 1.85 2.22 -6.38
H 4.17 2.08 -7.79
H 2.63 1.69 -8.55
H 4.12 4.33 -8.73
H 3.27 3.41 -10.02
O 2.81 -4.92 -6.25
C 3.30 -5.81 -5.61
O 2.81 -6.25 -4.42
C 3.70 -7.24 -3.87
C 4.48 -7.77 -5.05
C 4.57 -6.55 -5.96
H 4.34 -6.75 -3.13
H 3.12 -8.02 -3.38
H 5.46 -8.18 -4.78
H 3.92 -8.56 -5.55
H 5.43 -5.93 -5.72
H 4.57 -6.84 -7.01
O -11.69 0.42 3.58
C -12.14 1.07 2.68
O -11.75 2.35 2.41
C -12.56 2.87 1.35
C -13.09 1.66 0.61
C -13.22 0.64 1.73
H -13.36 3.48 1.78
H -11.95 3.50 0.70
H -14.03 1.85 0.09
H -12.36 1.32 -0.12
H -14.18 0.71 2.23
H -13.04 -0.37 1.37
O -1.79 -6.30 6.11
C -1.44 -7.44 5.99
O -1.16 -8.02 4.79
C -0.89 -9.41 4.98
C -0.49 -9.54 6.44
C -1.31 -8.45 7.10
H -1.79 -9.98 4.75
H -0.09 -9.73 4.31
H -0.67 -10.54 6.85
H 0.58 -9.32 6.55
H -2.30 -8.80 7.38
H -0.79 -8.02 7.95
*
```

A 2-piece molecular cluster, C5H14O overall, computed with ωB97M-V/def2-TZVPD.

**HOMO energy**: -9.7 eV
**Relative energy (zero: lowest compared OMol25 entry of this formula, charge and spin)**: 214.9 kJ/mol
**LUMO**: 0.97 eV
**Largest force on an atom**: 4.038 eV Å⁻¹
**Kohn-Sham gap**: 10.69 eV

ORCA input file:
```
! RIJCOSX wB97M-V def2-TZVPD def2/J DEFGRID3
* xyz 0 1
C -0.77 -1.99 0.08
C -1.01 -0.81 -0.89
C -2.33 -0.99 -1.63
O -0.99 0.51 -0.47
H -0.39 -2.77 -0.48
H -1.63 -2.28 0.51
H 0.05 -1.79 0.76
H -0.08 -0.74 -1.58
H -2.49 -0.48 -2.63
H -2.46 -2.14 -1.54
H -2.98 -0.49 -0.95
H -0.83 0.58 0.47
C 1.94 1.07 1.08
C 2.87 2.09 1.57
H 1.18 1.60 0.42
H 2.49 0.33 0.38
H 1.55 0.62 2.02
H 3.02 2.02 2.60
H 2.31 2.98 1.26
H 3.90 2.15 1.23
*
```

A single C3H6N2S2 molecule, computed with ωB97M-V/def2-TZVPD.

**HOMO energy**: -8.5 eV
**Relative energy (zero: lowest compared OMol25 entry of this formula, charge and spin)**: 219.6 kJ/mol
**LUMO**: 0.54 eV
**Largest force on an atom**: 1.392 eV Å⁻¹
**Kohn-Sham gap**: 9.08 eV

ORCA input file:
```
! RIJCOSX wB97M-V def2-TZVPD def2/J DEFGRID3
* xyz 0 1
C -0.39 -1.94 -1.12
C 0.54 -1.41 -0.32
N 0.36 -0.37 0.62
S 1.36 -0.28 1.99
C -0.79 0.39 0.69
N -1.33 1.05 -0.25
S -0.77 1.33 -1.77
H -0.10 -2.75 -1.74
H -1.44 -1.64 -1.09
H 1.59 -1.68 -0.38
H 1.94 0.91 1.80
H -1.28 0.51 1.68
H 0.49 0.80 -1.78
*
```

C43H37AgNO2S3Te as an isolated structure, computed with ωB97M-V/def2-TZVPD.

**HOMO energy**: -10.7 eV
**Relative energy (zero: lowest compared OMol25 entry of this formula, charge and spin)**: 0.0 kJ/mol
**LUMO**: -2.36 eV
**Largest force on an atom**: 0.596 eV Å⁻¹
**Kohn-Sham gap**: 8.39 eV

ORCA input file:
```
! RIJCOSX wB97M-V def2-TZVPD def2/J DEFGRID3
* xyz 1 1
Ag 0.48 -0.15 -0.63
C -3.67 6.64 3.33
C -3.03 5.44 2.68
C -2.48 4.42 3.44
C -1.88 3.33 2.84
C -1.85 3.25 1.45
C -2.39 4.26 0.67
C -2.98 5.35 1.28
S -1.10 1.82 0.74
O 0.04 2.22 -0.17
C -2.42 1.36 -0.38
C -2.27 1.70 -1.74
C -3.24 1.33 -2.63
C -4.38 0.60 -2.20
C -5.38 0.21 -3.12
C -6.47 -0.49 -2.70
C -6.61 -0.83 -1.33
C -5.66 -0.47 -0.43
C -4.51 0.26 -0.84
C -3.49 0.64 0.08
C -3.57 0.27 1.51
C -4.33 1.06 2.42
C -5.07 2.19 1.98
C -5.76 2.96 2.87
C -5.74 2.64 4.25
C -5.03 1.57 4.70
C -4.31 0.75 3.79
C -3.56 -0.36 4.25
C -2.86 -1.13 3.37
C -2.88 -0.81 1.99
S -1.92 -1.76 0.83
O -0.46 -1.54 1.16
C -2.33 -3.40 1.38
C -3.58 -3.91 1.06
C -3.91 -5.19 1.48
C -3.00 -5.96 2.19
C -3.36 -7.35 2.64
C -1.75 -5.43 2.48
C -1.40 -4.15 2.07
H -3.84 6.47 4.39
H -4.62 6.88 2.86
H -3.03 7.52 3.23
H -2.52 4.48 4.52
H -1.45 2.53 3.43
H -2.35 4.20 -0.41
H -3.41 6.14 0.68
H -1.39 2.24 -2.05
H -3.14 1.59 -3.68
H -5.27 0.47 -4.17
H -7.24 -0.79 -3.40
H -7.49 -1.38 -1.01
H -5.77 -0.73 0.62
H -5.08 2.44 0.93
H -6.32 3.82 2.53
H -6.29 3.26 4.95
H -5.02 1.32 5.75
H -3.55 -0.60 5.30
H -2.29 -1.99 3.71
H -4.29 -3.31 0.50
H -4.88 -5.59 1.24
H -4.39 -7.59 2.39
H -3.23 -7.46 3.71
H -2.72 -8.10 2.15
H -1.03 -6.03 3.02
H -0.42 -3.74 2.29
S 4.40 -0.85 2.19
C 2.82 -0.99 1.54
N 2.48 -0.13 0.64
C 3.53 0.76 0.40
C 3.48 1.83 -0.49
C 4.60 2.62 -0.62
C 5.76 2.36 0.13
C 5.81 1.32 1.03
C 4.67 0.52 1.16
H 2.14 -1.77 1.87
H 2.57 2.05 -1.04
H 4.59 3.46 -1.30
H 6.63 3.00 0.01
H 6.70 1.13 1.61
C -0.77 -2.14 -3.55
Te 1.06 -1.17 -3.10
C 0.68 0.52 -4.31
H -1.58 -1.43 -3.43
H -0.89 -2.96 -2.84
H -0.74 -2.53 -4.56
H 0.84 0.27 -5.35
H 1.36 1.31 -4.00
H -0.35 0.84 -4.14
*
```

A 3-piece molecular cluster, C4H12O3 overall, computed with ωB97M-V/def2-TZVPD.

**HOMO energy (alpha / beta)**: 0.7 / -5.2 eV
**Relative energy (zero: lowest compared OMol25 entry of this formula, charge and spin)**: 86.8 kJ/mol
**LUMO (alpha / beta)**: 3.70 / 3.51 eV
**Largest force on an atom**: 1.729 eV Å⁻¹
**Kohn-Sham gap (alpha / beta)**: 2.97 / 8.73 eV

ORCA input file:
```
! RIJCOSX wB97M-V def2-TZVPD def2/J DEFGRID3
* xyz -1 2
C -2.03 1.88 0.40
C -1.83 0.39 0.36
C -0.73 -0.17 0.89
O 0.38 0.60 1.14
C -0.54 -1.63 1.08
H -2.42 2.13 1.40
H -2.82 2.21 -0.27
H -1.12 2.45 0.24
H -2.60 -0.23 -0.08
H 1.15 0.06 0.96
H 0.12 -2.00 0.28
H -1.51 -2.12 0.99
H -0.09 -1.90 2.03
H 3.45 0.91 -0.71
H 2.05 1.50 -0.75
O 2.51 0.66 -0.89
H 1.48 -1.29 -1.84
H 2.77 -1.75 -2.60
O 1.80 -1.69 -2.64
*
```

A 2-piece molecular cluster, C4H11NO overall, computed with ωB97M-V/def2-TZVPD.

**HOMO energy**: -9.3 eV
**Relative energy (zero: lowest compared OMol25 entry of this formula, charge and spin)**: 81.1 kJ/mol
**LUMO**: 0.85 eV
**Largest force on an atom**: 0.316 eV Å⁻¹
**Kohn-Sham gap**: 10.11 eV

ORCA input file:
```
! RIJCOSX wB97M-V def2-TZVPD def2/J DEFGRID3
* xyz 0 1
C 1.00 -0.79 -1.03
C 0.63 0.28 0.03
C -0.89 0.10 0.22
N -1.22 -1.25 -0.23
C -0.34 -1.46 -1.38
H 1.70 -1.51 -0.61
H 1.48 -0.35 -1.91
H 1.15 0.07 0.97
H 0.90 1.29 -0.30
H -1.21 0.24 1.25
H -1.44 0.81 -0.40
H -0.96 -1.90 0.51
H -0.24 -2.52 -1.62
H -0.79 -0.96 -2.23
O 0.17 2.85 2.57
H -0.56 2.23 2.44
H 0.60 2.87 1.70
*
```